No. 1
Entry from OMol25: the molecule C12H14O5 in a non-equilibrium geometry (ωB97M-V with the def2-TZVPD basis set).

The geometry in ORCA input format:
```
! RIJCOSX wB97M-V def2-TZVPD def2/J DEFGRID3
* xyz 0 1
O 1.22455 1.96716 -0.79476
O 1.49269 -2.24495 1.80004
O 0.08170 2.10238 1.24988
O 2.45209 -0.68951 0.44751
O -1.33224 -2.29648 -2.23668
C 0.38790 1.53318 0.04271
C 1.43645 -1.34310 0.94287
C -1.14704 0.17966 -1.47741
C -0.33920 0.26448 -0.31138
C 0.22119 3.56251 1.27140
C 3.72990 -0.79359 1.14173
C -1.29759 1.42266 -2.27623
C -1.96360 -1.06067 -1.91998
C -1.19054 -1.53236 1.44819
C -1.97868 -2.21930 -0.94188
C -0.03152 -1.01953 0.51139
C -0.87874 -2.28525 0.07248
H 1.21258 3.99988 1.30082
H -0.32165 3.94355 0.41419
H -0.27426 3.96019 2.18082
H 4.46350 -0.31448 0.53224
H 3.84391 -0.44444 2.24616
H 3.89389 -1.86154 1.14066
H -2.35368 1.84177 -2.35765
H -0.61102 2.30026 -2.16337
H -0.98462 0.98412 -3.22814
H -3.06463 -0.89571 -2.13071
H -2.13545 -1.06431 1.36251
H -1.00697 -1.87098 2.45219
H -2.89974 -2.79754 -0.88699
H -0.62916 -3.32808 0.16738
*
```

SMILES: COC(=O)C1=C(C)[C@H]2O[C@H]2[C@@H]2C[C@]12C(=O)OC
ΔE to the lowest compared entry with this formula, charge and spin in kcal per mole: 49.61
Orbital gap in eV: 9.50
E_LUMO in eV: 0.7048


No. 2
Entry from OMol25: the molecule C12H15Cl in a non-equilibrium geometry (ωB97M-V with the def2-TZVPD basis set).

The geometry in ORCA input format:
```
! RIJCOSX wB97M-V def2-TZVPD def2/J DEFGRID3
* xyz 0 1
C -1.90110 0.20541 0.17618
C 0.79243 0.32862 -0.10788
C 0.21478 -0.78639 0.50577
C -1.13177 -0.93782 0.59905
C -1.31984 1.31932 -0.33885
C 0.08743 1.51806 -0.43012
C 2.18429 -0.15518 -0.06555
C 1.68635 -1.42222 0.63941
C -1.77050 -2.11468 1.27735
C -2.27573 2.41926 -0.70139
C 0.73298 2.67990 -1.12159
C 2.06799 -2.75092 -0.05935
Cl 2.31339 -1.54977 2.29838
H -2.96684 0.40278 0.36253
H 2.42253 -0.34566 -1.13695
H 3.01658 0.31136 0.38939
H -2.35228 -1.66990 2.10052
H -2.49901 -2.61515 0.57824
H -0.96199 -2.81205 1.60293
H -2.22489 2.86805 -1.77441
H -3.27893 2.18665 -0.45704
H -2.07428 3.27216 -0.00624
H 0.01187 3.44482 -1.25127
H 1.57869 3.06794 -0.57486
H 1.24751 2.25543 -1.92854
H 3.11032 -2.95509 0.00202
H 1.71692 -2.68776 -1.01389
H 1.57308 -3.47717 0.43617
*
```

SMILES: Cc1cc(C)c2c(c1C)C[C@@]2(C)Cl
ΔE to the lowest compared entry with this formula, charge and spin in kcal per mole: 11.18
Orbital gap in eV: 9.36
E_LUMO in eV: 0.8623


No. 3
Entry from OMol25: the ion C12H15N2O with charge +1 in a non-equilibrium geometry (ωB97M-V with the def2-TZVPD basis set).

The geometry in ORCA input format:
```
! RIJCOSX wB97M-V def2-TZVPD def2/J DEFGRID3
* xyz 1 1
C -0.80638 0.36053 1.17849
C -1.34788 -0.65629 0.81003
C -0.57909 -2.93424 -3.55920
C -0.70659 -1.56387 -3.31725
C -0.78820 -3.83806 -2.51437
C -1.15367 -1.15942 -2.08323
C -1.29249 -3.41717 -1.31950
C -1.42248 -2.07106 -1.08995
C -0.39790 1.44569 2.09399
C 1.00504 3.42686 2.17800
C 1.99192 1.11715 2.24559
C 1.16045 2.06720 0.17937
N -1.96488 -1.63946 0.17201
N 0.99763 2.01857 1.60922
O -1.02135 1.83608 3.03770
H -0.25628 -3.20519 -4.55210
H -0.52668 -0.92481 -4.12018
H -0.48042 -4.79468 -2.56407
H -1.55634 -0.21613 -1.85261
H -1.30281 -4.16937 -0.59331
H 2.05557 3.96604 2.11398
H 0.21427 4.10963 1.66724
H 0.62042 3.41616 3.25041
H 2.79768 1.72537 2.70344
H 1.31784 0.62398 2.99280
H 2.37226 0.44835 1.41101
H 2.04728 2.78859 -0.07070
H 1.47787 1.08803 -0.23827
H 0.26734 2.37645 -0.35168
H -2.72212 -2.22493 0.58314
*
```

SMILES: C[N+](C)(C)C(=O)C#CNc1ccccc1
ΔE to the lowest compared entry with this formula, charge and spin in kcal per mole: 84.40
Orbital gap in eV: 8.33
E_LUMO in eV: -3.4933


No. 4
Entry from OMol25: the molecule C12H15N3 in a non-equilibrium geometry (ωB97M-V with the def2-TZVPD basis set).

The geometry in ORCA input format:
```
! RIJCOSX wB97M-V def2-TZVPD def2/J DEFGRID3
* xyz 0 1
C -2.33701 -1.84785 0.26428
C -2.36903 -0.71752 -0.76412
C -0.99586 -0.35921 -1.41797
C 1.09867 -0.62327 -0.01927
C 1.14969 -2.01570 -0.13259
C 2.31595 -2.62349 0.21947
C 3.27838 -0.66674 0.83371
C 2.14356 0.06070 0.58234
C 0.34935 2.44819 -0.77990
C 0.11101 3.60865 -0.06126
C -0.58498 3.19556 1.12268
C -0.68424 1.83513 1.13331
H -1.41538 -1.85834 0.92922
H -3.26248 -1.71925 0.93234
H -2.40622 -2.94111 -0.11454
H -2.94093 -1.13349 -1.63888
H -2.86637 0.21420 -0.36314
H -1.17236 0.40178 -2.11711
H -0.59642 -1.24415 -1.94260
H 0.24235 -2.59651 -0.33382
H 2.35940 -3.67446 0.03381
H 4.24888 -0.14724 1.16542
H 2.02618 1.15412 0.76228
H 0.61741 2.21742 -1.83975
H 0.45864 4.57035 -0.29807
H -0.95852 3.87140 1.87472
H -1.04192 1.13110 1.81909
N -0.04398 0.05869 -0.41584
N 3.44181 -1.96757 0.64798
N -0.16559 1.36861 -0.08180
*
```

SMILES: CCCN(c1ccncc1)n1cccc1
ΔE to the lowest compared entry with this formula, charge and spin in kcal per mole: 28.28
Orbital gap in eV: 9.32
E_LUMO in eV: 0.7946


No. 5
Entry from OMol25: the molecule C12H15N3O3S in a non-equilibrium geometry (ωB97M-V with the def2-TZVPD basis set).

The geometry in ORCA input format:
```
! RIJCOSX wB97M-V def2-TZVPD def2/J DEFGRID3
* xyz 0 1
C -4.13093 -1.73384 0.24430
H -4.23569 -2.80979 0.15943
H -4.34167 -1.22269 1.08208
C -2.63083 -1.53014 -0.05410
N -2.33554 -0.25660 -0.20839
C -2.25160 0.43034 1.19099
O -2.46726 -0.18574 2.35868
C -1.87866 2.02883 1.07378
H -2.74178 2.63423 0.72837
H -1.65538 2.19766 2.23930
S -0.46036 2.80243 0.29441
C 0.61004 1.43036 0.49745
N 0.50993 -0.01074 1.01577
N 1.67761 -0.39756 1.16977
C 2.53747 0.28394 0.47523
C 3.85864 -0.02862 0.52676
C 4.66974 -1.29591 0.77145
C 5.92018 -0.94611 0.38167
C 6.06505 0.46925 -0.30085
O 4.71269 0.95798 -0.06348
H 6.69549 0.94633 -0.76596
H 6.67358 -1.46177 0.54172
H 4.22817 -1.89246 1.24524
O 1.94294 1.54377 0.40876
C -2.37753 0.73489 -1.59285
C -1.07245 0.24875 -2.21837
H -1.22178 0.55303 -3.16615
H -1.05226 -0.68091 -2.42451
H -0.31918 0.50708 -1.60915
H -2.40219 1.60631 -1.15388
H -3.26863 0.34914 -1.92769
H -2.17052 -1.96314 0.68188
H -2.31064 -1.90974 -0.93761
H -4.77664 -1.39857 -0.66404
*
```

SMILES: CCN(CC)C(=O)CSc1nnc(-c2ccco2)o1
ΔE to the lowest compared entry with this formula, charge and spin in kcal per mole: 371.90
Orbital gap in eV: 6.70
E_LUMO in eV: -0.5981


No. 6
Entry from OMol25: the molecule C12H15NO3 (ωB97M-V with the def2-TZVPD basis set).

The geometry in ORCA input format:
```
! RIJCOSX wB97M-V def2-TZVPD def2/J DEFGRID3
* xyz 0 1
C -4.12184 -0.76701 0.73866
C -2.96858 -1.38301 0.56429
C -2.28782 -1.55033 -0.76677
N -0.86787 -1.30667 -0.69392
C -0.27963 -0.13054 -0.49737
C 1.13081 -0.03251 -0.39896
C 1.73259 1.26831 -0.25479
O 2.90435 1.55309 -0.18738
O 0.87321 2.36674 -0.19298
C -0.45241 2.25470 -0.23589
C -1.06381 1.06210 -0.38444
H -2.13641 1.00515 -0.40598
C -1.16381 3.56061 -0.10873
H -2.23914 3.41870 -0.13740
H -0.88252 4.03964 0.82738
H -0.85973 4.22270 -0.91762
C 1.95010 -1.23632 -0.46932
O 1.45309 -2.34524 -0.68828
C 3.43629 -1.16284 -0.23431
C 3.73080 -1.02906 1.26172
H 4.80292 -1.08770 1.42960
H 3.24617 -1.82876 1.81871
H 3.37792 -0.07099 1.63179
H 3.86625 -2.09545 -0.60605
H 3.86952 -0.31659 -0.76336
H -0.20011 -2.08977 -0.73771
H -2.75421 -0.90054 -1.51588
H -2.41127 -2.58600 -1.09785
H -2.43841 -1.81802 1.40041
H -4.58290 -0.68482 1.70745
H -4.66351 -0.32959 -0.08505
*
```

SMILES: C=CCNc1cc(C)oc(=O)c1C(=O)CC
ΔE to the lowest compared entry with this formula, charge and spin in kcal per mole: 36.40
Orbital gap in eV: 9.01
E_LUMO in eV: 0.3334